Run A
Entry from OMol25: an isolated molecule of C4H5ClN2O (ωB97M-V with the def2-TZVPD basis set).

E_LUMO: -0.096 eV
HOMO energy: -8.73 eV
Total charge: 0
SMILES: C=NN/C=C(\Cl)C=O

```
13
C4H5ClN2O, DFT ωB97M-V with the def2-TZVPD basis set
C -2.5493 0.3251 0.1722
N -2.1415 -0.8286 -0.1990
N -0.7901 -1.0306 -0.0314
C 0.1525 -0.0443 -0.0392
C 1.4517 -0.3049 -0.0190
Cl 2.0306 -1.9772 0.0696
C 2.4506 0.7980 -0.0751
O 2.1244 1.9708 0.0107
H -3.6578 0.3944 0.0474
H -2.0219 1.1713 0.5663
H -0.4926 -1.9908 -0.1708
H -0.0615 1.0360 -0.1670
H 3.5049 0.4809 -0.1648
```

***

Run B
Entry from OMol25: an isolated molecule of C4H5ClN2O (ωB97M-V with the def2-TZVPD basis set).

E_LUMO: -0.013 eV
HOMO energy: -8.80 eV
Total charge: 0
SMILES: O[C@]1(Cl)N=CC=CN1

```
13
C4H5ClN2O, DFT ωB97M-V with the def2-TZVPD basis set
O 0.8558 -2.2110 -0.2358
C 0.7067 -0.9075 0.1725
Cl 2.5878 -0.2412 0.3048
N -0.0709 -0.7782 1.2393
C -0.7286 0.3226 1.3632
C -0.9983 1.2647 0.3815
C -0.5340 1.0766 -0.9269
N 0.2530 0.0407 -1.2026
H 1.7758 -2.3052 -0.2483
H -1.4169 0.3455 2.2533
H -1.8674 1.9196 0.5821
H -1.0780 1.7723 -1.6056
H 0.5151 -0.2988 -2.0775
```

***

Run C
Entry from OMol25: a cluster of 2 separate species, C4H5ClN2O in total (ωB97M-V with the def2-TZVPD basis set).

E_LUMO: -0.718 eV
HOMO energy: -9.83 eV
Total charge: 0
SMILES: O=c1cncc[nH]1.Cl

```
13
C4H5ClN2O, DFT ωB97M-V with the def2-TZVPD basis set
O 1.6709 -0.0603 1.4041
C 0.7174 -0.3702 0.7351
C -0.2943 -1.4218 1.0923
N -1.4385 -1.5805 0.4854
C -1.6890 -0.8955 -0.6608
C -0.7645 0.0201 -1.1250
N 0.3810 0.3382 -0.4129
H 0.1009 -1.9498 2.0314
H -2.6468 -1.1134 -1.2011
H -0.8970 0.4963 -2.0798
H 1.0297 0.9858 -0.8728
Cl 3.0561 2.3050 0.9940
H 2.2834 1.0911 1.1808
```

***

Verdict on stability: run A comes out at the bottom.

***

Run A
Entry from OMol25: an isolated molecule of C6H7ClO (ωB97M-V with the def2-TZVPD basis set).

E_LUMO: -0.611 eV
HOMO energy: -9.19 eV
Total charge: 0
SMILES: C=C/C=C(\C=O)CCl

```
15
C6H7ClO, DFT ωB97M-V with the def2-TZVPD basis set
C 2.3703 0.2468 -0.6796
C 1.6387 -0.8932 -0.3954
C 0.1872 -0.9385 -0.0913
C -0.6842 0.0185 0.1220
C -0.3945 1.3928 0.2130
O 0.5906 2.0534 -0.0999
C -2.1030 -0.3523 0.3390
Cl -3.3211 0.2551 -0.6705
H 1.8875 1.1918 -0.7588
H 3.5380 0.1494 -0.7501
H 2.1049 -1.8756 -0.1263
H -0.0815 -1.9246 0.4009
H -1.2225 2.1159 0.4834
H -2.2003 0.0349 1.3979
H -2.3100 -1.4744 0.6155
```

***

Run B
Entry from OMol25: an isolated molecule of C6H7ClO (ωB97M-V with the def2-TZVPD basis set).

E_LUMO: -0.021 eV
HOMO energy: -9.70 eV
Total charge: 0
SMILES: C=C(Cl)C(=C)C(C)=O

```
15
C6H7ClO, DFT ωB97M-V with the def2-TZVPD basis set
C -1.4173 -0.6158 1.5548
C -0.9987 0.0023 0.4583
Cl -2.0622 0.0740 -0.9571
C 0.3947 0.5468 0.3322
C 0.6400 1.8565 0.4924
C 1.4406 -0.4394 -0.0776
C 2.8281 0.0712 -0.4794
O 1.2513 -1.6477 -0.0829
H -0.8303 -0.7056 2.4211
H -2.3572 -1.2119 1.5327
H -0.1401 2.5329 0.7656
H 1.6112 2.2917 0.4025
H 3.2558 0.7681 0.2502
H 3.3647 -0.8345 -0.6923
H 2.8181 0.5532 -1.4301
```

***

Run C
Entry from OMol25: an isolated molecule of C6H7ClO (ωB97M-V with the def2-TZVPD basis set).

E_LUMO (spin up / spin down): 0.550 / 0.052 eV
HOMO energy (spin up / spin down): -7.21 / -7.27 eV
Total charge: 0

```
15
C6H7ClO, DFT ωB97M-V with the def2-TZVPD basis set
C 0.0563 1.4538 0.0803
C -1.3553 1.5064 -0.2629
C 0.7773 0.4085 0.4970
C -2.8401 -0.3985 0.1574
C 2.4713 -1.1406 -0.4291
C 1.6814 -0.4628 0.6674
O -2.4658 0.7515 -0.1924
Cl -4.5319 -0.9112 0.0055
H 0.5629 2.3166 -0.1390
H -1.6915 2.3682 -0.8404
H 2.1630 -2.1449 -0.3952
H 3.4726 -1.2038 -0.3170
H 2.0843 -0.5755 -1.3136
H 1.8022 -0.9767 1.7038
H -2.1867 -0.9909 0.7782
```

***

Verdict on stability: run C comes out at the bottom.

***

Run A
Entry from OMol25: an isolated molecule of C11H13OPS (ωB97M-V with the def2-TZVPD basis set).

E_LUMO: -0.492 eV
HOMO energy: -8.19 eV
Total charge: 0
SMILES: CC1(C)O[C@@H]1C=P(=S)c1ccccc1

```
27
C11H13OPS, DFT ωB97M-V with the def2-TZVPD basis set
C -3.7593 -1.1204 0.2310
C -2.3330 -0.9036 -0.0606
C -1.9030 -0.8960 -1.4070
O -1.6269 0.0713 0.8716
C -1.3818 -1.3243 0.9909
C -0.0535 -1.9806 0.8284
P 1.4937 -1.3236 0.8867
S 3.0835 -2.2878 0.4978
C 1.9281 0.3838 0.4711
C 0.9241 1.3701 0.3013
C 1.3028 2.5885 -0.2148
C 2.6076 2.8293 -0.6183
C 3.5892 1.8489 -0.4084
C 3.2936 0.6105 0.1869
H -4.4343 -0.3876 -0.3324
H -4.0588 -0.8286 1.3046
H -4.1753 -2.1299 -0.0131
H -1.7992 -1.8328 -2.0162
H -0.7558 -0.5540 -1.3241
H -2.2934 -0.2222 -2.0933
H -2.0597 -1.6883 1.7885
H 0.2164 -2.9566 0.6003
H -0.1363 1.3895 0.7297
H 0.6581 3.3797 -0.1470
H 2.9937 3.8757 -0.8800
H 4.6031 2.1383 -0.6517
H 4.0761 -0.0494 0.4781
```

***

Run B
Entry from OMol25: an isolated molecule of C11H13OPS (ωB97M-V with the def2-TZVPD basis set).

E_LUMO: 0.794 eV
HOMO energy: -8.91 eV
Total charge: 0
SMILES: CC#C[P@](=S)(OCC)c1ccccc1

```
27
C11H13OPS, DFT ωB97M-V with the def2-TZVPD basis set
C -2.1514 3.7951 -0.3909
C -1.6216 2.4570 -0.4249
C -1.0424 1.4034 -0.3747
P -0.5308 -0.2698 -0.6123
S -1.1218 -1.1015 -2.2136
O -0.9636 -0.9893 0.7778
C -1.6771 -2.3005 0.7685
C -3.1915 -2.0897 0.6767
C 1.3270 -0.0474 -0.4243
C 1.8157 0.4634 0.7685
C 3.1880 0.3490 1.1228
C 4.0783 -0.1832 0.1853
C 3.6075 -0.7175 -0.9714
C 2.2461 -0.6594 -1.2905
H -1.8886 4.3375 0.5808
H -1.8156 4.4047 -1.3423
H -3.3193 3.7986 -0.4611
H -1.2924 -2.9827 0.0409
H -1.2882 -2.7109 1.7512
H -3.3764 -1.1131 1.2468
H -3.2502 -1.9018 -0.4782
H -3.9365 -2.8766 0.9559
H 1.0569 0.8584 1.5299
H 3.5503 0.7506 2.0724
H 5.2098 -0.4188 0.3992
H 4.3384 -1.1393 -1.5866
H 2.0498 -1.1162 -2.3059
```

***

Verdict on stability: run A comes out at the bottom.